Entry 1:
# C4H14NO2

A cluster of 2 separate species, C4H14NO2 in total (wB97M-V/def2-TZVPD, OMol25).

CARTESIAN COORDINATES (ANGSTROEM)
C (0.411456, -0.554522, -1.490342)
O (1.540706, -1.344154, -1.462734)
C (0.052934, -0.022595, -0.164055)
C (-0.239029, 1.543786, -0.172866)
C (-0.958507, 2.206203, 0.988800)
N (-1.296050, -0.704679, 0.175480)
H (0.884439, 0.320296, -2.135265)
H (-0.191228, -0.897871, -2.291253)
H (1.462150, -2.283700, -1.821169)
H (0.787944, -0.143777, 0.665409)
H (0.763055, 1.939226, -0.368654)
H (-0.898532, 1.833764, -1.060356)
H (-2.017590, 2.352196, 0.670667)
H (-1.023426, 1.812595, 2.019380)
H (-0.448633, 3.245651, 1.065777)
H (-1.728102, -1.217017, -0.632794)
H (-2.046413, 0.045534, 0.348516)
H (-1.240583, -1.197209, 1.041915)
H (2.341670, -2.133609, 0.867362)
H (2.145324, -2.782406, 2.155552)
O (1.698413, -2.017714, 1.600630)

Forces on the atoms, in the same order (eV/Å):
4.241 3.030 -3.264
1.718 -3.768 0.174
-2.378 2.043 0.762
-0.120 -1.190 -1.705
-0.170 2.033 0.390
-2.101 2.113 -0.341
-1.298 -0.613 1.518
-2.176 -0.543 0.196
-0.279 2.014 0.742
-0.632 -0.813 -0.871
-0.273 0.234 0.147
1.223 -0.680 0.669
0.669 0.250 0.443
0.652 -0.319 -0.567
-1.286 -1.572 0.104
0.978 -0.084 1.151
1.417 -0.995 -0.048
-0.036 -1.182 0.532
-0.781 0.793 -0.120
-1.820 2.278 -0.828
2.453 -3.030 0.917

The strongest force on any atom comes out at 6.150 eV Å⁻¹. As for the lowest unoccupied orbital energy: -3.39 eV. As for the energy above the lowest of the compared OMol25 structures with the same formula, charge and spin: 3.0030 eV. The HOMO-LUMO gap is 10.817 eV. The HOMO energy comes out at -14.21 eV. Its charge is +1.

Per-atom natural (NBO) charges, elementary charge units: C -0.14; O -0.73; C -0.08; C -0.42; C -0.68; N -0.70; H 0.21; H 0.22; H 0.49; H 0.29; H 0.24; H 0.22; H 0.21; H 0.23; H 0.27; H 0.45; H 0.44; H 0.45; H 0.48; H 0.49; O -0.97

=====

Entry 2:
# C4H14NO2

A cluster of 2 separate species, C4H14NO2 in total (wB97M-V/def2-TZVPD, OMol25).

CARTESIAN COORDINATES (ANGSTROEM)
C (1.465236, 1.465990, -0.559693)
O (1.679827, 2.001171, 0.753132)
C (0.358061, 0.406144, -0.408188)
C (0.986451, -0.856555, 0.190060)
C (0.111386, -2.098680, 0.197104)
N (-0.684387, 1.054630, 0.495903)
H (1.175525, 2.292276, -1.234045)
H (2.379460, 1.038907, -0.979840)
H (2.299902, 2.736095, 0.687740)
H (-0.046180, 0.281514, -1.407923)
H (1.874965, -1.024768, -0.413104)
H (1.260972, -0.587981, 1.207243)
H (0.680787, -2.974885, 0.528072)
H (-0.828150, -2.015147, 0.745540)
H (-0.154811, -2.329638, -0.834497)
H (-0.344854, 1.981735, 0.761677)
H (-0.713569, 0.453595, 1.317804)
H (-1.600132, 1.049826, 0.051821)
H (-3.805565, -0.837829, 0.250294)
H (-3.127994, -1.150118, -1.133262)
O (-2.966928, -0.886282, -0.215837)

Forces on the atoms, in the same order (eV/Å):
-0.035 0.827 0.042
0.045 -0.093 -0.343
1.431 0.834 -0.484
-1.006 0.279 0.166
0.102 -0.393 -0.690
0.352 -1.126 -0.466
-0.170 -0.348 0.129
-0.152 -0.205 0.136
0.009 -0.030 0.142
-0.451 -0.375 0.093
0.157 -0.145 0.217
0.510 -0.047 0.142
-0.184 0.301 0.262
0.201 0.052 0.158
-0.181 -0.033 -0.100
-0.063 0.046 0.182
-0.377 0.261 0.274
-0.250 -0.038 0.127
-0.232 -0.152 -0.255
-0.293 -0.001 0.403
0.587 0.384 -0.135

The strongest force on any atom comes out at 1.726 eV Å⁻¹. As for the lowest unoccupied orbital energy: -3.03 eV. As for the energy above the lowest of the compared OMol25 structures with the same formula, charge and spin: 0.8188 eV. The HOMO-LUMO gap is 11.874 eV. The HOMO energy comes out at -14.91 eV. Its charge is +1.

Per-atom natural (NBO) charges, elementary charge units: C -0.09; O -0.75; C -0.06; C -0.42; C -0.62; N -0.69; H 0.18; H 0.21; H 0.50; H 0.23; H 0.24; H 0.22; H 0.24; H 0.22; H 0.21; H 0.46; H 0.44; H 0.46; H 0.50; H 0.50; O -0.98

=====

Entry 3:
# C4H14NO2

A cluster of 3 separate species, C4H14NO2 in total (wB97M-V/def2-TZVPD, OMol25).

CARTESIAN COORDINATES (ANGSTROEM)
C (-1.721191, -0.839431, -2.431081)
C (-0.582451, 0.115334, -1.791456)
C (-0.232875, -0.706181, -0.553752)
C (1.173669, -0.198735, 1.620516)
N (0.793091, 0.014387, 0.382636)
H (-1.598794, -0.927672, -3.506598)
H (-1.738088, -1.730860, -1.964382)
H (-2.780837, -0.578920, -2.266106)
H (0.329259, 0.314880, -2.521534)
H (-1.186885, 1.053126, -1.546138)
H (-1.023754, -0.931668, 0.225202)
H (0.200677, -1.751067, -0.739268)
H (0.820710, -1.120215, 2.058871)
H (1.709559, 0.587700, 2.109992)
H (1.128408, 1.068511, 0.154345)
H (1.571102, 3.350860, 0.402655)
H (2.221895, 3.201781, -0.772370)
O (1.790810, 2.647378, -0.166675)
H (-0.950298, -1.063174, 3.464887)
H (-1.774907, -2.041619, 2.578964)
O (-1.078634, -1.367163, 2.488884)

Forces on the atoms, in the same order (eV/Å):
0.152 3.346 -1.452
-1.572 -0.358 -0.777
1.548 -0.892 2.491
-1.692 -0.893 -3.267
1.410 3.386 1.483
0.096 -0.253 0.039
0.676 -3.502 1.142
0.576 1.008 0.005
-2.032 -0.460 1.682
1.565 -0.912 -0.114
0.230 0.630 -1.428
-0.325 1.661 -0.239
0.506 -0.003 0.381
0.438 0.098 0.257
-0.979 -2.670 -0.639
-1.066 0.985 2.074
1.436 0.380 -2.401
-0.436 -1.352 0.488
-0.425 -0.744 -2.492
0.243 0.245 -0.123
-0.349 0.299 2.891

The strongest force on any atom comes out at 3.957 eV Å⁻¹. As for the lowest unoccupied orbital energy: -3.96 eV. As for the energy above the lowest of the compared OMol25 structures with the same formula, charge and spin: 2.9138 eV. The HOMO-LUMO gap is 11.085 eV. The HOMO energy comes out at -15.05 eV. Its charge is +1.

Per-atom natural (NBO) charges, elementary charge units: C -0.60; C -0.45; C -0.24; C 0.09; N -0.43; H 0.23; H 0.20; H 0.23; H 0.24; H 0.24; H 0.26; H 0.24; H 0.24; H 0.22; H 0.47; H 0.48; H 0.50; O -0.94; H 0.50; H 0.50; O -0.98